# 1
The following is a quantum chemistry calculation of C5H9NO2 in the gas phase in a non-equilibrium geometry, from the Open Molecules 2025 dataset.

LUMO energy = 0.364 eV
HOMO energy = -9.011 eV
charge = 0
SMILES = O=C(O)[C@@H]1CCCN1

Structure (XYZ):
```
17
Properties=species:S:1:pos:R:3:forces:R:3:mulliken_charge:R:1
C 0.327 -0.443 -0.293 -0.9 -4.4 -0.5 0.41
C 0.884 -0.976 -1.682 2.7 2.8 -0.2 0.36
C -1.148 -0.463 0.232 -2.4 -1.5 0.4 -0.59
C -1.104 0.877 1.012 -4.1 4.4 -0.1 -0.40
C 0.333 1.442 1.240 -1.2 -1.9 -0.7 -0.51
H 1.908 0.649 0.177 -1.7 0.4 -1.2 0.27
H 0.797 -1.208 0.333 0.2 -0.6 0.2 0.06
H -2.084 -0.771 -0.606 2.9 1.9 2.2 0.25
H -1.471 -1.177 1.078 1.5 0.0 -1.6 0.23
H -1.643 1.073 2.096 0.6 -1.2 -3.0 0.33
H -1.694 1.561 0.150 1.6 -0.9 2.8 0.16
H 0.386 2.613 1.284 0.1 -2.5 -0.4 0.27
H 0.682 0.980 2.286 -0.1 0.9 -2.3 0.27
H 0.817 -2.543 -2.877 -3.1 3.4 1.7 0.42
N 0.873 0.776 -0.037 4.5 4.7 3.0 -0.47
O 2.045 -0.577 -2.018 -4.4 -2.3 0.9 -0.58
O 0.090 -1.813 -2.376 3.8 -3.2 -1.3 -0.49
```
Forces are in eV/Å.

---

# 2
The following is a quantum chemistry calculation of a molecular structure, C14H12ClF5N4O10PdTe in a non-equilibrium geometry, from the Open Molecules 2025 dataset.

LUMO energy (spin up / spin down) = 3.906 / 2.189 eV
HOMO energy (spin up / spin down) = -3.570 / -4.018 eV
charge = -2
⟨S²⟩ = 2.015
spin multiplicity = 3

Structure (XYZ):
```
48
Properties=species:S:1:pos:R:3:forces:R:3:mulliken_charge:R:1
Pd -0.091 0.270 -0.319 0.8 1.8 -1.0 1.81
O 3.366 0.327 1.452 -0.1 -0.1 0.1 -0.74
C 2.316 -0.209 1.115 1.0 -0.4 0.1 0.12
O 1.198 0.432 1.156 -0.8 0.3 0.1 -0.59
C 2.375 -1.672 0.693 -0.2 -0.1 0.1 0.85
C 3.622 -2.176 0.409 0.1 -0.2 -0.1 -0.63
C 3.816 -3.525 0.076 -1.4 0.6 0.2 -0.44
C 2.720 -4.384 -0.033 -0.1 -0.1 -0.1 -0.56
C 1.460 -3.891 0.198 1.2 1.2 0.3 0.00
C 1.235 -2.545 0.664 1.0 -0.6 -0.1 1.06
O 0.106 -2.225 1.130 -0.3 0.0 0.0 -0.84
N 0.325 -4.725 0.055 -1.2 -1.0 0.1 0.92
O 0.369 -5.860 0.525 0.0 0.6 -0.5 -0.61
O -0.670 -4.276 -0.533 0.9 -1.3 0.6 -0.47
N 5.113 -4.020 -0.151 1.0 -0.4 -0.1 1.02
O 5.245 -5.206 -0.438 0.0 -0.1 -0.1 -0.69
O 6.067 -3.261 -0.038 0.0 0.0 0.0 -0.66
H 4.477 -1.516 0.462 -0.1 0.0 0.0 0.62
H 2.862 -5.418 -0.312 0.0 0.0 0.0 0.56
C -5.392 2.043 0.063 0.0 -0.1 0.1 -1.25
C -3.994 2.539 0.114 0.2 0.1 -0.1 0.76
C -3.490 3.794 0.392 0.0 -0.2 -0.1 -1.16
C -2.094 3.655 0.334 -0.1 -0.1 0.1 0.52
N -1.774 2.402 0.033 0.5 -0.4 0.1 -0.40
N -2.933 1.748 -0.104 -0.5 0.2 0.1 0.56
C -1.079 4.715 0.576 0.1 -0.1 -0.1 -1.05
H -6.078 2.879 -0.057 -0.1 0.0 0.0 0.35
H -5.640 1.519 0.985 -0.1 -0.1 0.0 0.24
H -5.519 1.346 -0.761 -0.1 -0.1 -0.1 0.34
H -4.044 4.685 0.612 -0.1 0.2 0.0 0.35
H -2.925 0.740 -0.244 0.1 -0.1 -0.1 0.34
H -1.508 5.512 1.181 0.0 0.0 0.0 0.33
H -0.737 5.141 -0.366 0.1 0.0 0.0 0.21
H -0.220 4.298 1.095 0.1 0.1 0.0 0.23
Cl 2.437 4.575 -0.352 0.2 0.9 0.1 -0.25
C 2.133 2.856 -0.208 -0.3 -0.6 -0.3 0.13
C 1.806 2.236 -1.589 0.4 1.0 0.8 0.54
O 2.146 2.807 -2.605 0.0 -0.3 -0.2 -0.71
O 1.232 1.098 -1.520 0.0 -0.9 -1.0 -0.75
H 1.302 2.699 0.483 0.3 0.1 -0.1 0.07
H 3.034 2.391 0.197 -0.3 -0.1 0.0 0.12
F -2.195 -2.781 -2.209 0.5 0.1 1.3 -0.49
Te -1.578 -2.009 -0.313 -4.6 -2.0 -1.4 1.38
F -3.541 -1.488 -0.550 1.1 0.1 0.2 -0.52
F 0.276 -1.950 -1.534 -0.5 0.9 1.1 -0.57
F -1.470 -0.180 -1.738 0.3 0.4 0.4 -0.70
F -2.537 -2.939 1.267 1.1 0.3 -1.3 -0.50
O -1.529 -0.451 0.705 -0.2 0.4 0.7 -0.84
```
Forces are in eV/Å.

---

# 3
The following is a quantum chemistry calculation of CCl2N2 in the gas phase in a non-equilibrium geometry, from the Open Molecules 2025 dataset.

LUMO energy (spin up / spin down) = -2.964 / -3.199 eV
HOMO energy (spin up / spin down) = -10.818 / -10.422 eV
charge = 0

Structure (XYZ):
```
5
Properties=species:S:1:pos:R:3:forces:R:3:mulliken_charge:R:1
C -0.254 0.052 -1.324 0.2 -0.8 1.4 0.45
N -0.410 -0.412 -2.364 0.0 -0.2 -0.9 -0.32
N -0.225 0.644 -0.133 0.0 1.3 0.1 -0.29
Cl 0.034 -0.562 2.840 -0.1 -0.4 0.0 -0.14
Cl 0.855 0.279 0.981 -0.1 0.1 -0.7 0.30
```
Forces are in eV/Å.

---

# 4
The following is a quantum chemistry calculation of 2 unconnected molecules or ions with the total composition C17H37N3O2 in a non-equilibrium geometry, from the Open Molecules 2025 dataset.

LUMO energy = -2.153 eV
HOMO energy = -6.613 eV
charge = 0

Structure (XYZ):
```
59
Properties=species:S:1:pos:R:3:forces:R:3:mulliken_charge:R:1
C -2.614 -2.618 3.423 0.3 -0.4 -0.8 -0.80
C -1.796 -3.145 2.119 0.3 0.0 1.1 -0.23
C -0.409 -2.320 1.904 -0.5 -0.3 1.3 0.45
N 0.396 -2.803 0.752 -1.0 0.9 0.6 -0.34
C 0.259 -1.881 -0.446 2.1 -1.2 -0.1 0.40
C 0.828 -2.750 -1.689 0.0 0.7 -0.5 -0.72
C 2.300 -3.343 -1.452 -0.4 -0.6 -0.5 -1.12
N -1.171 -1.521 -0.548 0.5 -0.6 -1.1 -0.11
C -1.518 -0.722 -1.748 -1.7 1.3 -1.0 -1.10
C -1.306 0.864 -1.598 0.6 -0.3 0.3 -0.49
C -1.604 1.452 -0.134 0.0 1.4 -0.2 0.96
C -3.104 2.043 -0.157 0.3 -0.7 -0.8 -1.40
C -0.470 2.590 0.133 0.3 -0.9 -0.8 -0.25
C -0.598 3.869 -0.830 1.1 0.9 0.0 -0.74
C 0.208 3.757 -2.203 2.0 -0.2 -0.1 -0.55
C 1.605 3.620 -2.350 -1.3 0.6 -0.5 0.97
C 2.193 3.457 -3.855 -0.8 0.4 0.6 -1.29
C 2.686 3.652 -1.180 -0.2 0.0 -0.1 -1.11
C 1.274 -0.662 -0.208 3.3 4.6 -3.5 0.20
O 1.481 -0.053 0.899 -1.3 -2.5 -1.1 -0.73
O 1.968 -0.188 -1.329 -3.4 -2.7 4.1 -0.77
H -3.250 -3.462 3.877 0.9 1.3 -0.7 0.33
H -1.862 -2.283 4.232 -1.2 -0.2 -1.1 0.03
H -3.303 -1.778 3.072 1.0 -0.9 0.9 0.25
H -2.488 -3.077 1.209 1.2 -0.2 1.3 0.14
H -1.508 -4.240 2.357 -0.5 1.6 -0.8 0.25
H 0.216 -2.569 2.858 -0.8 0.3 -1.1 -0.56
H -0.565 -1.183 1.940 0.1 -1.6 -0.3 0.25
H 1.377 -2.833 1.067 -0.7 0.2 -0.6 0.37
H 0.101 -3.603 -1.931 0.9 1.0 0.6 0.35
H 0.859 -2.093 -2.639 0.0 -0.9 1.8 0.30
H 2.999 -2.672 -0.853 -1.1 -0.7 -0.8 0.26
H 2.210 -4.371 -0.934 0.3 1.6 -0.8 0.26
H 2.768 -3.481 -2.500 -0.6 0.1 1.8 0.34
H -1.670 -2.427 -0.669 0.6 0.8 0.2 0.40
H -1.019 -1.037 -2.725 -0.4 0.2 1.3 0.27
H -2.656 -0.872 -1.920 1.7 0.0 0.4 0.37
H -0.222 1.082 -1.890 -1.5 -0.3 0.5 0.08
H -1.969 1.449 -2.339 0.9 -1.2 0.9 0.55
H -1.543 0.693 0.715 0.1 0.8 -1.4 -0.27
H -3.799 1.136 -0.346 0.9 1.5 0.6 0.36
H -3.396 2.627 0.778 0.3 -0.9 -1.2 0.31
H -3.216 2.701 -1.097 0.1 -0.8 1.6 0.32
H 0.530 2.077 -0.149 -1.5 0.8 0.7 -0.09
H -0.378 2.877 1.235 -0.4 -0.2 -1.4 0.41
H -1.667 4.186 -1.071 1.4 -0.6 0.4 0.33
H -0.129 4.756 -0.250 -0.8 -1.3 -0.9 0.25
H -0.408 3.829 -3.176 1.0 -0.4 1.6 0.20
H 2.306 4.485 -4.374 0.0 -1.5 1.0 0.29
H 3.206 2.914 -3.864 -1.7 0.7 0.0 0.33
H 1.394 2.892 -4.453 1.4 0.6 0.8 0.31
H 2.776 2.600 -0.732 -0.2 1.4 -0.5 0.19
H 3.741 3.960 -1.543 -1.8 -0.5 0.2 0.39
H 2.416 4.416 -0.361 0.2 -1.3 -1.1 0.24
N 1.508 -1.999 5.395 0.1 0.0 0.1 -0.49
H 2.004 -1.934 6.289 -0.1 0.0 -0.1 0.39
H 0.528 -1.730 5.527 0.0 0.0 -0.2 0.33
H 1.946 -1.368 4.713 -0.1 0.0 -0.2 0.37
H 1.554 -2.961 5.047 -0.1 0.1 -0.1 0.37
```
Forces are in eV/Å.

---

# 5
The following is a quantum chemistry calculation of C7H5BrClF3O in the gas phase in a non-equilibrium geometry, from the Open Molecules 2025 dataset.

LUMO energy = -0.189 eV
HOMO energy = -9.375 eV
charge = 0
SMILES = CO[C@]1(Cl)C=CC(F)=C(F)[C@]1(F)Br

Structure (XYZ):
```
18
Properties=species:S:1:pos:R:3:forces:R:3:mulliken_charge:R:1
C -0.775 0.457 2.154 -0.9 -1.6 -3.1 -0.42
C 0.258 0.841 1.381 -0.1 0.3 0.4 -0.80
C -1.795 -0.493 1.553 0.8 1.8 -0.2 0.52
C -1.653 -1.082 0.379 0.2 -1.7 -0.2 0.08
C 0.461 0.581 -0.117 -1.1 -4.0 1.3 0.61
C -0.436 -0.987 -0.491 0.9 2.4 1.0 0.40
C 2.038 0.509 -1.825 -0.4 0.0 -2.3 -0.70
O 1.807 0.470 -0.453 -1.9 0.8 1.3 -0.36
F -2.984 -0.598 2.134 0.0 -0.1 0.9 -0.28
F -2.572 -2.045 0.040 0.8 1.0 -0.2 -0.28
F -0.838 -0.907 -1.769 0.0 -0.2 -0.6 -0.26
Cl -0.489 1.722 -1.017 -0.4 1.1 -0.1 -0.12
Br 0.767 -2.479 -0.312 0.0 -0.1 0.1 -0.07
H -1.079 0.830 3.094 0.5 0.4 1.0 0.45
H 0.971 1.514 1.824 0.3 0.3 -0.1 0.40
H 1.206 1.079 -2.386 1.3 -1.4 0.7 0.33
H 2.207 -0.542 -2.200 -0.3 1.2 0.1 0.23
H 2.905 1.132 -1.990 0.5 -0.2 0.0 0.29
```
Forces are in eV/Å.

---

# 6
The following is a quantum chemistry calculation of a gas-phase ion, C5H12NO (charge -1) in a non-equilibrium geometry, from the Open Molecules 2025 dataset.

LUMO energy = 3.828 eV
HOMO energy = -2.339 eV
charge = -1
SMILES = CC(C)CNC[O-]

Structure (XYZ):
```
19
Properties=species:S:1:pos:R:3:forces:R:3:mulliken_charge:R:1
C 0.239 -0.217 -0.727 -3.0 0.3 -0.4 -1.26
C -0.432 -0.299 0.659 -1.5 -1.2 1.5 0.68
C -0.405 -1.861 0.844 0.2 0.0 2.4 -1.55
C -1.929 0.396 0.797 3.2 -1.3 -1.3 -1.35
N 0.605 1.050 -1.291 -1.4 1.6 3.9 -0.26
C 1.879 1.692 -0.746 1.2 -2.8 -0.7 -0.37
O 1.871 2.021 0.486 -0.2 1.2 0.3 -0.72
H 0.996 -1.012 -0.749 0.3 0.2 -0.3 0.35
H -0.747 -0.589 -1.255 2.1 0.3 -0.3 0.40
H 0.131 0.103 1.490 0.5 0.3 -0.2 0.42
H -0.726 -2.396 -0.013 0.3 -0.4 -1.3 0.39
H -0.986 -2.404 1.608 -0.7 1.1 0.3 0.41
H 0.583 -2.173 1.240 0.0 0.2 -1.1 0.37
H -2.000 0.829 -0.180 -0.5 1.2 -0.2 0.36
H -2.752 -0.263 0.898 -0.6 -1.2 0.2 0.34
H -1.919 1.050 1.638 0.0 0.9 0.2 0.33
H 0.818 0.958 -2.198 0.5 -0.7 -4.3 0.24
H 2.543 0.640 -0.865 0.3 1.6 -0.4 0.12
H 2.233 2.475 -1.637 -0.7 -1.2 1.6 0.11
```
Forces are in eV/Å.

---

Look up the charge of the first one. 0